Run P
# C6H9NO

One molecule with the formula C6H9NO (ωB97M-V/def2-TZVPD, the OMol25 dataset).

## Properties
**LUMO**: 1.01 eV
**SMILES string**: CC1=C(C)[C@H]2O[C@H]2N1

Element x y z (Å)
C  0.285  -0.852  -1.890
C  -0.036  0.010  -0.717
C  0.102  -0.257  0.601
C  0.388  -1.560  1.262
C  -0.256  0.987  1.360
O  0.498  2.131  1.118
C  -0.831  1.799  0.278
N  -0.442  1.347  -0.994
H  1.094  -0.417  -2.481
H  0.593  -1.848  -1.568
H  -0.597  -0.939  -2.539
H  -0.121  -1.611  2.229
H  0.059  -2.411  0.680
H  1.454  -1.661  1.448
H  -0.744  0.902  2.329
H  -1.695  2.451  0.336
H  0.249  1.929  -1.453


Run Q
# C6H9NO

One molecule with the formula C6H9NO (ωB97M-V/def2-TZVPD, the OMol25 dataset).

## Properties
**LUMO**: 0.49 eV

Element x y z (Å)
C  -1.653  1.103  0.426
C  -0.306  0.794  1.019
N  -0.323  -0.774  1.688
O  0.414  1.595  1.552
H  0.479  -0.761  2.315
H  -1.149  -1.150  2.157
H  -2.138  0.193  0.079
H  -2.275  1.583  1.189
H  -1.533  1.784  -0.412
C  1.951  0.442  -2.545
C  0.135  -1.500  0.194
C  1.256  0.031  -1.506
C  0.527  -0.344  -0.534
H  1.476  0.659  -3.494
H  -0.801  -1.973  -0.111
H  3.029  0.528  -2.501
H  0.912  -2.209  0.485


Run R
# C6H9NO

C6H9NO as an isolated structure (ωB97M-V/def2-TZVPD, the OMol25 dataset).

## Properties
**LUMO**: 1.01 eV

Element x y z (Å)
C  1.955  0.641  0.042
C  0.387  -0.687  0.000
C  -1.084  -0.940  -0.368
C  -1.771  -0.123  0.758
C  -1.131  0.970  -0.147
C  0.401  0.722  -0.254
H  2.022  0.734  1.146
H  2.715  1.110  -0.535
H  2.313  -1.481  -0.065
H  0.444  -0.836  1.129
H  -1.310  -1.957  -0.623
H  -2.787  -0.172  0.585
H  -1.385  -0.215  1.791
H  -1.638  1.985  -0.306
H  0.565  0.907  -1.304
N  1.765  -0.724  -0.554
O  -1.462  0.066  -1.295


Run S
# C6H9NO

One molecule with the formula C6H9NO (ωB97M-V/def2-TZVPD, the OMol25 dataset).

## Properties
**LUMO**: 0.92 eV
**SMILES string**: C=C=CN1OC1(C)C

Element x y z (Å)
C  1.081  -2.119  2.008
C  0.445  -1.801  0.928
C  -0.045  -1.653  -0.295
N  0.231  -0.611  -1.155
O  1.339  0.402  -0.713
C  0.023  0.745  -0.712
C  -0.469  1.677  -1.801
C  -0.623  1.037  0.680
H  0.809  -1.722  2.978
H  1.963  -2.751  1.976
H  -0.724  -2.379  -0.714
H  -0.132  2.690  -1.587
H  -0.061  1.365  -2.757
H  -1.554  1.654  -1.856
H  -1.713  0.959  0.630
H  -0.353  2.068  0.899
H  -0.218  0.440  1.491


Stability, lowest: run R